# 1
{"formula": "C49H43NO4P3SSe3TaTe", "method": "ωB97M-V/def2-TZVPD", "species": ["Ta", "O", "S", "C", "C", "C", "C", "C", "C", "P", "C", "C", "C", "C", "C", "C", "C", "C", "C", "C", "C", "C", "C", "C", "C", "C", "C", "C", "P", "C", "C", "C", "C", "C", "C", "C", "C", "C", "C", "C", "C", "H", "H", "H", "H", "H", "H", "H", "H", "H", "H", "H", "H", "H", "H", "H", "H", "H", "H", "H", "H", "H", "H", "H", "H", "H", "H", "H", "H", "Se", "Se", "Te", "Se", "O", "C", "O", "C", "C", "C", "C", "C", "C", "C", "C", "C", "N", "H", "H", "H", "H", "H", "H", "C", "P", "C", "C", "O", "H", "H", "H", "H", "H", "H", "H", "H", "H"], "xyz": [[-1.349, 0.144, -1.189], [0.598, 1.116, -1.248], [1.745, 0.465, -0.415], [2.881, -0.041, -1.671], [4.245, 0.195, -1.626], [5.044, -0.283, -2.655], [4.473, -0.977, -3.707], [3.109, -1.244, -3.720], [2.282, -0.807, -2.690], [0.531, -1.444, -2.614], [0.816, -3.079, -1.829], [-0.290, -3.882, -1.539], [-0.125, -5.136, -0.974], [1.148, -5.609, -0.681], [2.250, -4.810, -0.940], [2.087, -3.550, -1.504], [0.226, -1.793, -4.369], [-0.150, -3.051, -4.826], [-0.370, -3.256, -6.183], [-0.186, -2.219, -7.084], [0.214, -0.967, -6.632], [0.409, -0.751, -5.279], [2.480, 1.778, 0.505], [3.254, 2.776, -0.065], [3.670, 3.836, 0.731], [3.283, 3.888, 2.062], [2.472, 2.898, 2.612], [2.054, 1.821, 1.842], [0.735, 0.639, 2.377], [1.708, -0.931, 2.477], [1.144, -2.186, 2.301], [1.825, -3.382, 2.334], [3.187, -3.347, 2.587], [3.817, -2.122, 2.756], [3.090, -0.943, 2.689], [0.422, 1.010, 4.127], [1.333, 0.810, 5.167], [0.984, 1.128, 6.468], [-0.274, 1.655, 6.743], [-1.182, 1.864, 5.718], [-0.835, 1.543, 4.412], [4.688, 0.743, -0.805], [6.110, -0.100, -2.636], [5.094, -1.334, -4.518], [2.689, -1.822, -4.530], [-1.288, -3.529, -1.764], [-0.994, -5.751, -0.778], [1.280, -6.599, -0.262], [3.247, -5.169, -0.719], [2.969, -2.957, -1.698], [-0.274, -3.875, -4.136], [-0.667, -4.235, -6.534], [-0.348, -2.386, -8.141], [0.361, -0.156, -7.334], [0.709, 0.230, -4.934], [3.520, 2.734, -1.114], [4.282, 4.622, 0.309], [3.608, 4.713, 2.683], [2.158, 2.978, 3.646], [-0.809, -2.632, 2.801], [1.303, -4.310, 2.145], [3.749, -4.269, 2.632], [4.883, -2.084, 2.938], [3.604, 0.003, 2.806], [2.314, 0.395, 4.967], [1.691, 0.967, 7.271], [-0.540, 1.905, 7.762], [-2.160, 2.276, 5.933], [-1.544, 1.704, 3.606], [-1.549, 1.640, -3.303], [-3.605, 1.259, -4.381], [-3.309, -1.203, -4.689], [-2.999, -1.519, -2.207], [-0.289, -2.366, 2.022], [-1.037, -1.469, 1.152], [-0.427, -1.159, 0.056], [-2.272, -1.035, 1.432], [-3.051, -1.262, 2.627], [-4.269, -0.720, 2.724], [-4.811, 0.074, 1.647], [-6.095, 0.621, 1.727], [-6.616, 1.360, 0.689], [-5.845, 1.567, -0.453], [-4.568, 1.050, -0.548], [-4.034, 0.290, 0.496], [-2.746, -0.262, 0.384], [-2.645, -1.853, 3.442], [-4.872, -0.873, 3.610], [-6.683, 0.443, 2.620], [-7.616, 1.766, 0.755], [-6.248, 2.133, -1.284], [-4.003, 1.213, -1.457], [-1.543, 4.017, 1.577], [-1.620, 3.511, -0.139], [-3.123, 4.177, -0.836], [-0.232, 4.264, -0.979], [-1.566, 1.987, -0.158], [-1.631, 5.100, 1.664], [-0.593, 3.694, 2.010], [-2.366, 3.541, 2.116], [-3.099, 5.266, -0.767], [-3.982, 3.795, -0.286], [-3.196, 3.882, -1.881], [-0.206, 5.331, -0.749], [-0.332, 4.123, -2.056], [0.690, 3.797, -0.639]], "mulliken_charge": [-0.757, 0.077, 2.320, -0.028, -0.458, -0.971, -1.035, -0.060, -1.488, 1.880, 0.806, -0.117, -0.694, -0.969, -0.631, -0.634, 0.478, -0.339, -0.653, -0.621, -0.855, -0.435, -0.750, -0.151, -1.094, -0.905, -0.592, -0.109, 2.190, 0.493, -0.089, -0.579, -0.768, -1.148, -0.585, 0.404, -0.280, -0.817, -0.623, -0.981, -0.309, 0.665, 0.478, 0.451, 0.582, 0.146, 0.513, 0.428, 0.495, 0.222, 0.353, 0.436, 0.413, 0.451, 0.444, 0.660, 0.490, 0.484, 0.508, 0.455, 0.553, 0.499, 0.498, 0.533, 0.415, 0.451, 0.424, 0.473, 0.415, 0.065, -0.318, 0.002, 0.003, -0.111, -0.032, 0.814, 0.958, -1.423, -1.744, 1.123, -0.888, -0.785, -0.793, -0.590, 0.564, 0.590, 0.414, 0.465, 0.454, 0.434, 0.554, 0.176, -1.018, 1.034, -1.191, -0.535, -0.020, 0.580, 0.166, 0.284, 0.514, 0.257, 0.235, 0.524, 0.331, -0.149], "total_charge": 2, "homo_lumo_gap_ev": 6.11, "e_above_lowest_kj_mol": 215.4, "homo_energy_ev": -11.462, "energy_ha": -11200.0102}



# 2
{"formula": "C48H55N8O2S4SiSr", "method": "ωB97M-V/def2-TZVPD", "species": ["Sr", "C", "N", "C", "C", "N", "C", "C", "C", "C", "C", "C", "C", "S", "C", "C", "C", "C", "C", "C", "S", "H", "H", "H", "H", "H", "H", "H", "H", "H", "H", "H", "H", "H", "H", "H", "H", "H", "H", "C", "C", "C", "C", "C", "C", "N", "N", "Si", "C", "C", "C", "H", "H", "H", "H", "H", "H", "H", "H", "H", "H", "H", "H", "H", "H", "H", "C", "C", "N", "C", "C", "S", "C", "C", "S", "C", "N", "C", "H", "H", "H", "H", "H", "H", "H", "H", "N", "C", "H", "C", "O", "C", "C", "C", "C", "C", "C", "N", "C", "C", "C", "C", "C", "C", "C", "O", "H", "H", "H", "H", "H", "H", "H", "H", "H", "H", "H", "H", "H"], "xyz": [[0.296, -0.374, -0.265], [1.046, 3.161, -0.374], [2.411, 2.634, -0.454], [3.231, 2.585, 0.798], [2.571, 2.053, 2.075], [2.773, 0.615, 2.289], [1.990, 0.167, 3.425], [4.038, 0.001, 2.179], [4.999, 0.119, 3.161], [6.085, -0.757, 3.204], [6.175, -1.760, 2.275], [5.274, -1.831, 1.208], [4.261, -0.877, 1.030], [3.349, -0.879, -0.401], [3.150, 2.934, -1.608], [4.255, 3.821, -1.599], [4.937, 4.118, -2.802], [4.487, 3.593, -4.003], [3.410, 2.696, -4.052], [2.759, 2.312, -2.889], [1.517, 1.180, -3.071], [0.459, 2.635, 0.405], [1.073, 4.234, -0.143], [0.553, 3.056, -1.337], [3.552, 3.616, 1.083], [4.107, 1.977, 0.559], [1.499, 2.215, 2.065], [2.958, 2.680, 2.918], [2.410, 0.540, 4.372], [1.973, -0.917, 3.506], [0.974, 0.561, 3.393], [4.853, 0.790, 3.985], [6.826, -0.678, 4.007], [6.962, -2.525, 2.323], [5.369, -2.602, 0.437], [4.430, 4.365, -0.660], [5.836, 4.730, -2.765], [4.962, 3.925, -4.918], [3.033, 2.329, -4.981], [-0.594, -2.631, 2.383], [-1.417, -1.511, 2.930], [-2.405, -1.773, 3.865], [-3.158, -0.699, 4.412], [-2.766, 0.607, 4.110], [-1.716, 0.802, 3.116], [-1.120, -0.280, 2.473], [-1.357, 2.099, 2.700], [-1.914, 3.737, 3.361], [-1.382, 3.659, 5.115], [-0.902, 5.068, 2.482], [-3.689, 3.844, 2.837], [-0.524, -3.342, 3.235], [0.416, -2.305, 2.086], [-1.152, -3.079, 1.528], [-2.675, -2.801, 4.149], [-4.026, -0.909, 5.049], [-3.259, 1.454, 4.612], [-0.397, 3.152, 5.128], [-2.105, 3.146, 5.763], [-1.160, 4.658, 5.545], [0.128, 5.228, 2.878], [-1.367, 6.073, 2.460], [-0.793, 4.746, 1.418], [-3.951, 3.028, 2.145], [-3.815, 4.779, 2.242], [-4.460, 3.876, 3.646], [-2.096, 4.676, -1.282], [-2.198, 3.963, -2.556], [-1.758, 2.719, -2.699], [-2.061, 2.175, -3.942], [-2.633, 3.153, -4.813], [-2.827, 4.672, -4.000], [-1.888, 0.830, -4.334], [-2.410, 0.418, -5.576], [-1.549, -0.918, -6.204], [-0.633, -1.003, -4.703], [-0.965, -0.092, -3.804], [0.468, -2.023, -4.628], [-2.012, 3.932, -0.497], [-2.985, 5.303, -1.198], [-1.189, 5.294, -1.234], [-2.943, 3.031, -5.851], [-3.213, 0.824, -6.173], [0.128, -2.975, -5.071], [0.714, -2.245, -3.589], [1.354, -1.649, -5.175], [-2.735, 1.456, 0.154], [-2.213, 0.523, -0.342], [-1.518, 2.004, 1.690], [-3.167, -6.201, -0.068], [-2.499, -4.920, 0.144], [-3.067, -3.911, -0.615], [-3.990, -3.095, 0.049], [-4.813, -2.266, -0.661], [-4.594, -2.097, -2.007], [-3.494, -2.690, -2.589], [-2.745, -3.666, -1.939], [-1.902, -4.500, -2.713], [-0.616, -4.809, -2.644], [0.321, -4.863, -1.560], [0.917, -6.095, -1.308], [1.860, -6.231, -0.316], [2.265, -5.077, 0.363], [1.634, -3.854, 0.219], [0.648, -3.700, -0.765], [-0.004, -2.575, -1.040], [-3.031, -6.718, 0.872], [-2.681, -6.713, -0.906], [-4.236, -6.061, -0.275], [-4.172, -3.246, 1.127], [-5.636, -1.748, -0.143], [-5.282, -1.492, -2.611], [-3.243, -2.401, -3.597], [-2.353, -4.798, -3.593], [-0.175, -5.078, -3.577], [0.600, -6.976, -1.867], [2.279, -7.203, -0.092], [3.113, -5.156, 1.077], [1.939, -2.994, 0.825]], "mulliken_charge": [1.827, -0.576, 1.613, -1.622, 0.132, 1.570, -0.648, -1.492, -0.212, -0.816, -0.463, -0.697, 0.637, -0.140, -0.796, -0.033, -0.763, -0.551, -0.792, -0.240, 0.108, -0.262, 0.163, 0.212, 0.131, 0.776, -0.382, 0.127, 0.347, 0.278, -0.333, 0.374, 0.335, 0.335, 0.353, 0.221, 0.331, 0.327, 0.430, 0.453, 0.151, -0.789, -0.884, -0.943, 0.463, 0.881, 0.986, 0.287, -1.103, -0.683, -0.995, 0.563, -0.941, -0.316, 0.443, 0.369, 0.241, 0.281, 0.315, 0.367, 0.302, 0.401, -0.120, 0.305, 0.357, 0.362, -0.187, 0.330, 0.249, -0.450, -0.800, -0.296, 0.429, -0.717, -0.347, 0.642, 0.480, -0.986, -0.616, 0.563, 0.249, 0.358, 0.465, 0.482, -0.166, 0.384, -0.499, -0.911, -0.818, -0.929, -0.384, 0.650, -0.153, -0.374, -0.724, -0.540, 0.026, 0.334, -1.749, 0.989, -0.366, -1.033, -0.647, -0.581, 0.909, 0.535, 0.298, 0.222, 0.376, 0.350, 0.354, 0.383, 0.281, 0.383, 0.705, 0.422, 0.390, 0.397, 0.078], "total_charge": -1, "homo_lumo_gap_ev": 3.55, "e_above_lowest_kj_mol": 0.0, "homo_energy_ev": -2.868, "energy_ha": -4363.6202}



# 3
{"formula": "C4H5NO", "method": "ωB97M-V/def2-TZVPD", "species": ["O", "C", "C", "C", "C", "N", "H", "H", "H", "H", "H"], "xyz": [[0.576, 0.754, 2.108], [1.045, 0.953, 1.013], [0.442, 0.413, -0.264], [-0.577, -0.693, 0.025], [-1.351, -1.055, -1.165], [-1.960, -1.319, -2.112], [1.957, 1.572, 0.890], [1.239, 0.068, -0.933], [-0.037, 1.258, -0.777], [-1.262, -0.363, 0.812], [-0.072, -1.587, 0.403]], "nbo_charge": [-0.514, 0.443, -0.501, -0.515, 0.284, -0.321, 0.119, 0.235, 0.247, 0.270, 0.255], "total_charge": 0, "homo_lumo_gap_ev": 11.20, "e_above_lowest_kj_mol": 57.7, "homo_energy_ev": -10.557, "energy_ha": -285.3926}



Q: Number 3 is which compound?
A: C4H5NO